Density functional theory data (ωB97M-V/def2-TZVPD) for a cluster of 2 separate species, C7H14NO6S in total in a non-equilibrium geometry.

Structure (XYZ):
```
29
Properties=species:S:1:pos:R:3:forces:R:3
C 2.084 -0.096 -0.594 0.06 -0.63 -0.17
C -1.191 -2.518 0.751 0.05 -0.13 1.67
C 1.245 0.323 1.763 -5.18 -0.88 -2.25
C 0.077 2.885 0.374 1.25 -4.68 1.89
C -0.314 -2.037 -0.449 -1.30 2.22 2.82
C 1.329 0.718 0.330 -1.93 -1.03 -1.53
C -0.404 -0.537 -0.804 -0.99 -1.64 3.09
N -0.317 -0.262 -2.100 -1.37 1.38 -0.01
O 2.195 0.451 -1.860 -0.25 0.50 0.88
O -1.718 0.520 1.315 0.52 0.37 1.21
O 2.499 -1.243 -0.420 0.36 0.56 0.33
O -3.107 -0.482 -0.336 0.01 -0.57 -0.54
O -1.908 1.568 -0.934 -0.21 -2.11 0.97
O 1.023 1.957 -0.216 0.82 -0.02 -0.61
S -1.920 0.303 -0.086 -0.29 1.98 -2.87
H -0.909 -2.002 1.768 -0.33 -0.94 -2.00
H -0.984 -3.663 0.912 -0.73 2.05 -0.39
H -2.293 -2.230 0.584 1.73 -1.02 0.25
H 0.126 0.063 2.088 2.37 0.46 -0.86
H 1.493 1.061 2.379 1.58 3.16 2.72
H 1.824 -0.509 1.826 1.78 -2.40 0.65
H 0.520 3.027 1.304 0.40 1.03 2.11
H -0.833 2.345 0.496 -0.68 0.85 -0.08
H 0.142 3.705 -0.188 -0.35 3.17 -2.32
H -0.705 -2.456 -1.295 -0.71 -1.56 -2.25
H 0.685 -2.288 -0.287 1.76 -0.59 0.06
H 1.590 1.219 -1.734 0.53 0.21 -0.63
H -0.828 0.655 -2.113 1.02 -0.12 -1.40
H 0.594 -0.474 -2.476 0.06 0.37 -0.74
```
Positions in Å, forces in eV/Å.

Values from the calculation:
* maximum force: 0.1111 hartree/bohr
* charge: -1
* E_LUMO (spin up / spin down): 3.5 / 3.5 eV
* frontier orbital gap (spin up / spin down): 7.2 / 7.2 eV

***

Density functional theory data (ωB97M-V/def2-TZVPD) for a structure of composition C15H30F5MgN4OSSi2Te in a non-equilibrium geometry.

Structure (XYZ):
```
60
Properties=species:S:1:pos:R:3:forces:R:3
Mg -0.334 0.758 -0.355 0.78 0.69 0.87
C 1.214 0.476 4.230 -0.72 0.03 -0.53
Si 0.093 1.351 2.934 1.06 1.48 1.45
C 1.105 2.814 2.289 -0.52 -0.60 0.11
C -1.535 2.017 3.703 0.60 -0.47 -0.41
N -0.397 0.299 1.624 -1.08 -1.49 0.29
C -1.068 -0.805 1.774 1.00 1.56 0.29
C -1.381 -1.378 3.048 -0.60 -0.96 1.23
C -2.173 -2.471 3.189 0.93 1.24 0.72
C -2.688 -3.132 2.049 -0.14 -0.16 -1.78
C -2.390 -2.670 0.809 -0.92 -1.30 0.82
C -1.595 -1.497 0.594 0.20 0.26 -2.08
N -1.335 -1.016 -0.576 -0.46 -0.73 1.85
Si -1.906 -1.544 -2.135 -0.51 -0.68 -2.26
C -3.820 -1.706 -2.216 0.79 0.04 0.42
C -1.098 -3.257 -2.493 -0.36 0.72 0.39
C -1.445 -0.327 -3.502 -0.04 -0.62 0.66
H 1.789 1.214 4.780 0.07 0.25 0.01
H 1.915 -0.172 3.714 0.15 -0.06 -0.12
H 0.681 -0.127 4.958 -0.15 -0.09 0.18
H 1.224 3.565 3.065 -0.08 0.07 0.29
H 0.619 3.286 1.446 -0.11 0.16 -0.32
H 2.098 2.502 1.980 0.11 -0.15 -0.03
H -1.347 2.791 4.440 0.18 0.13 0.13
H -2.125 1.238 4.177 -0.09 -0.16 0.09
H -2.142 2.454 2.915 -0.09 0.10 -0.20
H -0.977 -0.893 3.919 0.02 0.02 0.17
H -2.415 -2.856 4.172 0.08 0.08 0.04
H -3.306 -4.011 2.173 0.01 -0.02 -0.06
H -2.753 -3.186 -0.064 -0.06 -0.06 -0.08
H -4.246 -2.380 -1.478 -0.07 -0.15 0.14
H -4.118 -2.062 -3.198 0.10 -0.06 -0.22
H -4.273 -0.731 -2.071 -0.02 0.26 0.02
H -1.571 -4.062 -1.940 -0.13 -0.19 0.16
H -0.046 -3.250 -2.226 0.23 0.09 0.05
H -1.171 -3.501 -3.548 -0.07 0.06 -0.25
H -1.862 0.640 -3.238 -0.54 -0.39 -0.38
H -1.847 -0.612 -4.471 -0.20 -0.18 -0.06
H -0.372 -0.203 -3.591 0.19 -0.11 0.03
F -2.458 2.769 -3.533 0.84 -0.51 0.29
Te -0.723 2.474 -2.404 0.77 5.92 -2.70
F 0.563 2.872 -0.776 -0.09 -0.95 0.47
F -1.210 4.296 -1.951 0.00 -1.01 0.00
F 0.955 3.790 -3.218 -0.28 -0.62 -0.08
F 0.811 0.393 -1.667 0.76 -0.68 -0.94
O -1.733 1.777 -1.087 -1.43 -0.91 1.40
C 4.322 -1.807 -0.936 0.02 -0.23 0.09
N 4.143 -0.396 -1.172 -0.26 0.29 -0.41
C 3.301 0.334 -0.402 0.46 0.49 0.13
S 2.684 -0.302 1.025 -0.48 -0.34 0.65
N 3.078 1.607 -0.721 -0.09 -0.23 0.02
C 3.372 2.185 -2.012 0.13 0.05 -0.17
H 5.140 -2.167 -1.560 -0.02 0.02 0.01
H 3.411 -2.374 -1.153 0.05 -0.02 0.00
H 4.561 -1.955 0.117 0.06 -0.09 -0.14
H 4.214 -0.103 -2.136 0.03 0.13 0.06
H 2.268 2.014 -0.262 0.11 0.08 -0.19
H 2.943 1.589 -2.823 -0.08 0.04 0.00
H 4.450 2.286 -2.155 0.07 -0.02 0.01
H 2.901 3.164 -2.057 -0.13 -0.03 -0.15
```
Positions in Å, forces in eV/Å.

Values from the calculation:
* maximum force: 0.1274 hartree/bohr
* charge: -1
* E_LUMO: -0.2 eV
* frontier orbital gap: 4.7 eV

***

Density functional theory data (ωB97M-V/def2-TZVPD) for a structure of composition C3H2FO2V in a non-equilibrium geometry.

Structure (XYZ):
```
9
Properties=species:S:1:pos:R:3:forces:R:3
O 0.919 0.451 -0.757 0.27 1.63 -0.08
O -0.851 -2.033 0.075 0.36 1.76 -4.53
C 1.322 0.675 0.429 -0.61 -1.97 -0.36
C 0.391 0.419 1.487 1.12 1.98 1.31
C -0.788 -1.493 -0.942 -0.81 -2.09 4.63
H 2.378 0.844 0.664 0.00 -0.13 -0.32
H 0.696 0.141 2.498 -0.20 -0.10 -0.12
F -0.739 1.073 1.396 -0.62 -0.88 -0.45
V -0.729 0.517 -1.854 0.49 -0.20 -0.07
```
Positions in Å, forces in eV/Å.

Values from the calculation:
* maximum force: 0.1000 hartree/bohr
* charge: +2
* spin multiplicity: 5
* E_LUMO (spin up / spin down): -11.6 / -11.3 eV
* frontier orbital gap (spin up / spin down): 7.4 / 10.1 eV

***

Density functional theory data (ωB97M-V/def2-TZVPD) for an isolated molecule of C5H8N2.

Structure (XYZ):
```
15
Properties=species:S:1:pos:R:3:forces:R:3
C -2.394 -0.176 0.068 -0.07 -0.02 0.01
C -0.921 0.103 0.018 0.02 0.16 -0.04
C -0.327 1.299 -0.307 -0.13 0.00 0.00
N 1.032 1.121 -0.290 0.12 -0.10 0.00
C 1.327 -0.175 0.040 -0.19 0.16 -0.04
N 2.686 -0.574 0.058 0.00 -0.23 0.09
C 0.135 -0.828 0.249 0.07 -0.12 0.03
H -2.669 -0.948 -0.661 0.02 0.12 0.11
H -2.715 -0.532 1.054 0.08 0.05 -0.12
H -2.974 0.723 -0.166 0.12 -0.13 0.04
H -0.768 2.257 -0.549 0.07 -0.16 0.03
H 1.738 1.800 -0.526 -0.12 -0.09 0.04
H 2.999 -0.812 0.994 -0.04 0.06 -0.12
H 2.826 -1.391 -0.528 0.03 0.13 0.08
H 0.026 -1.866 0.544 0.04 0.17 -0.10
```
Positions in Å, forces in eV/Å.

Values from the calculation:
* maximum force: 0.0049 hartree/bohr
* SMILES: Cc1c[nH]c(N)c1
* E_LUMO: 1.0 eV
* frontier orbital gap: 9.0 eV